# 1
Molecular formula: H3NOPS
Method: DFT, ωB97M-V with the def2-TZVPD basis set

CARTESIAN COORDINATES (ANGSTROEM)
N 0.19937 -2.39975 -0.17737
O -0.03936 -3.37770 0.55430
P -0.46333 0.34952 0.40356
S -1.47518 -1.04273 -0.62471
H 0.43599 -1.65127 0.53224
H -1.32448 1.41403 0.14106
H 0.56985 0.82392 -0.43007

Computed properties:
**HOMO level**: -2.844 eV
**Relative energy (zero: lowest compared OMol25 entry of this formula, charge and spin)**: 65.41 kcal/mol
**Frontier orbital gap**: 7.038 eV
**Total charge**: -1



# 2
Molecular formula: C18H16N2O2
Method: DFT, ωB97M-V with the def2-TZVPD basis set

CARTESIAN COORDINATES (ANGSTROEM)
C 1.13128 2.96620 2.54439
C 0.06906 2.07922 1.90174
O 0.48499 1.54396 0.66275
C 1.31258 0.46316 0.61905
C 1.80686 -0.20746 1.73170
C 2.66622 -1.28239 1.58034
C 3.07114 -1.69000 0.32264
C 2.58324 -1.03196 -0.79021
C 1.67774 0.01181 -0.66080
C 1.20622 0.67883 -1.90401
O 1.96762 0.98394 -2.80022
N -0.12362 0.98210 -2.02523
C -1.20035 0.69064 -1.19982
C -2.21040 1.61535 -1.04028
C -3.28537 1.37510 -0.17877
C -3.36278 0.21057 0.53533
C -2.38348 -0.78532 0.36055
C -2.41570 -2.02477 1.03568
C -1.45752 -2.96373 0.77049
C -0.48264 -2.66823 -0.19838
N -0.40766 -1.52783 -0.82211
C -1.30856 -0.56896 -0.54476
H 0.26491 -3.40188 -0.47065
H -1.45069 -3.91988 1.27069
H -3.20619 -2.21384 1.74934
H -4.17478 0.03247 1.22515
H -4.04766 2.13234 -0.06848
H -2.15429 2.55546 -1.56992
H -0.31544 1.61092 -2.79700
H 2.87706 -1.32947 -1.78463
H 3.76088 -2.51247 0.21178
H 3.02978 -1.79164 2.46104
H 1.52835 0.09760 2.72833
H -0.24528 1.27961 2.58386
H -0.81289 2.67682 1.65141
H 2.02755 2.39611 2.77554
H 0.74124 3.40100 3.46066
H 1.40256 3.76579 1.85990

Computed properties:
**HOMO level**: -8.085 eV
**Relative energy (zero: lowest compared OMol25 entry of this formula, charge and spin)**: 28.75 kcal/mol
**Frontier orbital gap**: 8.272 eV
**Structure (SMILES)**: CCOc1ccccc1C(=O)Nc1cccc2cccnc12



# 3
Molecular formula: C5H11AuClNPtS
Method: DFT, ωB97M-V with the def2-TZVPD basis set

CARTESIAN COORDINATES (ANGSTROEM)
Au -0.07039 0.10770 0.04443
Cl 0.13940 -2.02992 -0.68641
C 0.37375 -0.28717 1.97993
H -0.13546 0.48543 2.54028
H 1.44947 -0.21929 2.14643
H 0.01200 -1.26522 2.27082
Pt 1.72785 -1.05713 -1.99009
C 0.99465 -0.92995 -3.88865
C 3.54130 -1.93149 -1.84748
C 1.54099 0.68140 -0.91064
H 4.24337 -1.20546 -1.40464
H 3.51430 -2.84547 -1.22843
H 3.85918 -2.18273 -2.87254
H 0.84938 0.13549 -4.13269
H 1.76103 -1.36378 -4.55355
H 0.04205 -1.47177 -4.00942
H 2.31453 0.94483 -0.23560
H 1.21327 1.40377 -1.62687
S -2.15032 -0.57371 0.70554
C -2.65779 1.02964 0.66151
N -3.04509 2.20631 0.63670

Computed properties:
**2S+1**: 7
**HOMO level (alpha / beta)**: -6.358 / -8.884 eV
**Frontier orbital gap (alpha / beta)**: 6.619 / 4.297 eV



# 4
Molecular formula: C3H4N2O3
Method: DFT, ωB97M-V with the def2-TZVPD basis set

CARTESIAN COORDINATES (ANGSTROEM)
C 1.20313 -0.38719 0.60797
C 0.81308 -1.14821 -0.38533
C -0.38193 0.53656 -0.32432
H 3.35538 -0.16787 1.56630
H 2.55848 -1.61574 1.00234
H 1.50224 -1.90580 -0.66097
H -2.53070 0.07984 -1.56666
N 2.21582 -0.79929 1.60526
N -1.52718 1.25139 -0.25492
O -0.30053 -0.66646 -0.92105
O -2.72312 0.72135 -0.95165
O 0.58469 0.74985 0.72477

Computed properties:
**HOMO level**: -8.462 eV
**Relative energy (zero: lowest compared OMol25 entry of this formula, charge and spin)**: 154.09 kcal/mol
**Frontier orbital gap**: 8.754 eV



# 5
Molecular formula: C6H12O
Method: DFT, ωB97M-V with the def2-TZVPD basis set

CARTESIAN COORDINATES (ANGSTROEM)
C 1.56090 1.23701 -0.00305
C 0.70342 -0.01926 0.16687
C 1.43905 -1.25634 -0.34791
C -0.64082 0.17305 -0.51366
C -1.72342 -0.87194 -0.40571
C -1.87758 0.42485 0.31394
O -1.79203 0.34876 1.70800
H 1.03551 2.13531 0.34377
H 2.50065 1.15697 0.55466
H 1.81224 1.38766 -1.06128
H 0.50570 -0.16692 1.23693
H 2.40342 -1.37743 0.15973
H 1.62979 -1.17860 -1.42551
H 0.85160 -2.16449 -0.17497
H -0.59466 0.70421 -1.46550
H -2.34916 -1.07323 -1.27153
H -1.51725 -1.73615 0.22179
H -2.61535 1.13826 -0.05613
H -1.33202 1.13828 2.01957

Computed properties:
**HOMO level**: -9.733 eV
**Relative energy (zero: lowest compared OMol25 entry of this formula, charge and spin)**: 26.30 kcal/mol
**Frontier orbital gap**: 10.687 eV
**Structure (SMILES)**: CC(C)[C@H]1C[C@H]1O



# 6
Molecular formula: C4H11Br4ClFN2O2PS
Method: DFT, ωB97M-V with the def2-TZVPD basis set

CARTESIAN COORDINATES (ANGSTROEM)
N 0.22716 0.98403 1.71398
P -0.63906 1.86261 0.76803
N 0.37581 2.62732 -0.48846
Cl 0.30321 1.62223 -1.89542
S -0.12198 4.19908 -0.91390
O 0.21774 4.41861 -2.24792
O -1.46635 4.44181 -0.57612
F 0.75591 5.12783 -0.04700
H 1.21665 1.06295 1.48488
H -1.43021 2.83786 1.41255
H -1.51770 1.01885 0.06655
Br 2.30313 -1.72446 4.92280
C 2.21926 -2.37471 3.09136
C 3.51473 -2.13569 2.36143
Br 3.69464 -0.27198 1.83678
H 1.37097 -1.88477 2.62047
H 2.02141 -3.44164 3.17550
H 3.53861 -2.69851 1.43027
H 4.38999 -2.38379 2.95380
Br -3.20436 0.37436 -1.99230
C -2.31323 -1.02480 -3.00956
C -2.89911 -2.37901 -2.71419
Br -2.29384 -3.05255 -0.99214
H -1.25461 -0.96177 -2.77385
H -2.46694 -0.75973 -4.05387
H -2.55750 -3.10964 -3.44472
H -3.98434 -2.37449 -2.68896

Computed properties:
**HOMO level**: -9.173 eV
**Frontier orbital gap**: 8.422 eV



# 7
Molecular formula: C5H11N2O
Method: DFT, ωB97M-V with the def2-TZVPD basis set

CARTESIAN COORDINATES (ANGSTROEM)
C -0.26880 0.16341 1.49942
C -0.45276 -0.23885 0.00883
C -1.98044 0.33502 -0.67185
C 2.08519 -0.30205 0.15071
C 0.84239 -0.04356 -0.64689
N -2.99867 -0.24630 -0.06335
N 0.89374 0.49849 -1.82846
O -1.89938 1.08332 -1.60756
H -1.12231 0.54144 1.92649
H 0.16957 -0.71253 2.17867
H -0.66362 -1.30271 -0.08023
H 2.93571 -0.48830 -0.55912
H 2.19090 0.68780 0.56269
H 1.89407 -1.11129 0.79995
H -3.07144 -0.90542 0.70127
H -3.97779 -0.05482 -0.43101
H 0.53269 0.86668 1.60607
H 1.75743 0.65594 -2.31821
H 0.03704 0.97876 -2.21407

Computed properties:
**HOMO level**: -13.944 eV
**Relative energy (zero: lowest compared OMol25 entry of this formula, charge and spin)**: 35.48 kcal/mol
**Frontier orbital gap**: 9.871 eV
**Total charge**: +1
**Structure (SMILES)**: CC(=[NH2+])[C@@H](C)C(N)=O



# 8
Molecular formula: C3H14O5
Method: DFT, ωB97M-V with the def2-TZVPD basis set

CARTESIAN COORDINATES (ANGSTROEM)
O 1.08482 0.23307 3.34254
C 0.14512 0.08274 2.61964
C 0.46382 -0.66347 1.35220
C 0.78024 -2.07313 1.74404
H -0.94498 0.40038 2.89903
H 1.37079 -0.17948 0.95314
H -0.38806 -0.77156 0.54838
H 1.87131 -2.28829 1.84234
H 0.39864 -2.92097 0.99859
H 0.28789 -2.25133 2.76995
H -1.81607 -0.16568 -1.98160
H -2.43609 -1.45818 -1.67114
O -1.78049 -1.05167 -2.13306
H 1.52161 2.20361 -1.44368
H 1.64460 3.37677 -0.69218
O 1.72936 2.47354 -0.56345
H 1.65581 0.71217 -3.06364
H 0.51491 -0.15877 -2.41460
O 0.70079 0.71584 -2.89453
H -1.63294 1.39573 -0.37646
H -2.66193 1.42245 -1.35511
O -2.50914 0.96623 -0.48040

Computed properties:
**HOMO level**: -9.696 eV
**Relative energy (zero: lowest compared OMol25 entry of this formula, charge and spin)**: 50.52 kcal/mol
**Frontier orbital gap**: 9.936 eV
**Structure (SMILES)**: CCC=O.O.O.O.O



# 9
Molecular formula: C18H23HfN2O6S4Se3Te
Method: DFT, ωB97M-V with the def2-TZVPD basis set

CARTESIAN COORDINATES (ANGSTROEM)
Hf 0.73578 1.13351 0.88074
C -0.45980 -3.59629 -0.86384
C -1.28863 -3.00188 0.27671
N -1.50016 -1.55649 0.20433
C -2.52587 -1.12930 -0.73876
C -2.16306 -1.16571 -2.23128
S -0.51642 -0.55654 -2.71485
C 0.23459 -2.04512 -3.41807
C 1.20227 -2.80382 -2.49307
N 0.74472 -2.83069 -1.12642
H -1.05773 -3.64215 -1.77556
H -0.23188 -4.63742 -0.59033
H -0.77295 -3.20177 1.21660
H -2.25349 -3.53890 0.30728
H -1.83356 -1.28687 1.12370
H -2.79407 -0.10648 -0.47710
H -3.44091 -1.74108 -0.63832
H -2.89182 -0.54600 -2.75590
H -2.25951 -2.17676 -2.62285
H 0.77586 -1.72673 -4.31032
H -0.57654 -2.69287 -3.75441
H 2.16689 -2.29333 -2.49773
H 1.35416 -3.80671 -2.93419
H 1.48254 -3.12238 -0.49877
O 1.96088 4.49520 2.70663
S 1.51636 3.47805 1.82478
O 2.33643 2.19762 1.84984
O 0.11565 2.95954 1.95979
C 1.69972 3.95763 0.09595
C 2.82307 4.74070 -0.11518
C 3.19407 5.07920 -1.40783
C 2.45833 4.61255 -2.47873
C 1.32676 3.83124 -2.28430
C 0.93592 3.47341 -1.00614
S -0.86940 2.93746 -0.97226
O -1.31456 2.79911 -2.32192
O -1.47771 3.93444 -0.15015
O -0.89620 1.52545 -0.30502
H 3.39338 5.08681 0.73604
H 4.06740 5.69558 -1.57391
H 2.75587 4.87098 -3.48714
H 0.72210 3.50133 -3.11715
Se 1.66987 -1.11821 1.54472
Se 1.87611 -3.25911 2.15828
Te -1.05305 -1.92152 4.24912
Se -0.14335 0.02544 2.98366
S 2.31791 0.55428 -1.14369
C 3.78289 1.54454 -1.26977
C 4.20523 1.91264 -2.54996
C 5.36594 2.64819 -2.73786
C 6.12696 3.04539 -1.64698
C 5.72642 2.66808 -0.37055
C 4.57692 1.91555 -0.18208
H 3.60606 1.60838 -3.40041
H 5.67455 2.91445 -3.74248
H 7.03270 3.62182 -1.79044
H 6.32130 2.95277 0.48958
H 4.29156 1.60397 0.81247

Computed properties:
**HOMO level**: -4.297 eV
**Relative energy (zero: lowest compared OMol25 entry of this formula, charge and spin)**: 85.11 kcal/mol
**Frontier orbital gap**: 5.979 eV
**Total charge**: -1



# 10
Molecular formula: C5H8N
Method: DFT, ωB97M-V with the def2-TZVPD basis set

CARTESIAN COORDINATES (ANGSTROEM)
C -2.56183 0.75383 0.88852
C -1.69465 1.66081 0.47738
C -0.38909 1.29847 -0.20563
C 2.09618 -1.30525 -0.35065
C 0.98384 -0.67581 -1.03613
N 0.33858 0.24169 -0.55322
H -3.35090 1.05693 1.52449
H -1.78811 2.75445 0.61012
H 0.25875 2.19558 -0.49319
H 1.86370 -2.35130 -0.47736
H 2.90546 -1.04319 -0.85974
H 2.05573 -1.03896 0.67285
H -2.11994 -0.19420 0.97292
H 0.64912 -1.12403 -2.00295

Computed properties:
**HOMO level**: -15.055 eV
**Relative energy (zero: lowest compared OMol25 entry of this formula, charge and spin)**: 70.28 kcal/mol
**Frontier orbital gap**: 9.670 eV
**Total charge**: +1
**Structure (SMILES)**: C=CC=[N+]=CC



# 11
Molecular formula: C3H4OS
Method: DFT, ωB97M-V with the def2-TZVPD basis set

CARTESIAN COORDINATES (ANGSTROEM)
C -1.44107 0.07567 -1.63799
C 0.22930 0.29696 1.05384
C 0.90876 -0.36761 -0.12917
O -2.18502 -0.13922 -0.81835
S -0.03609 1.82870 1.27758
H -0.52696 -0.26511 1.61145
H 1.41765 -1.27625 0.10644
H 1.58266 0.39569 -0.53903
H 0.05077 -0.54883 -0.92476

Computed properties:
**HOMO level**: -8.673 eV
**Relative energy (zero: lowest compared OMol25 entry of this formula, charge and spin)**: 35.13 kcal/mol
**Frontier orbital gap**: 8.427 eV



# 12
Molecular formula: C16H27N3O6S
Method: DFT, ωB97M-V with the def2-TZVPD basis set

CARTESIAN COORDINATES (ANGSTROEM)
C -5.04152 -0.48170 -0.98072
C -3.54499 -0.94400 -1.06297
O -3.18536 -1.85251 -0.38344
N -2.70344 -0.17650 -1.99341
C -2.23039 -0.95160 -3.11374
C -1.18585 -0.36728 -4.10157
O -2.65288 -2.06717 -3.27059
C -1.63715 0.53348 -1.30710
C -1.84546 1.96931 -1.10734
N -0.91311 2.71037 -0.52807
N 0.15951 2.07657 -0.12566
S 1.35089 3.10892 0.65690
C 1.10745 2.84696 2.45201
O 1.14199 4.49794 0.33572
O 2.66885 2.64869 0.26930
C 0.53769 0.75609 -0.20279
C -0.39843 -0.14578 -0.84280
O -0.22310 -1.45203 -1.06922
C 0.94081 -2.04174 -0.44842
C 0.70560 -2.52629 1.05060
C -0.76431 -3.04170 1.28505
C 1.21888 -1.51354 2.14479
C 0.05510 -0.64818 2.79599
C 1.76465 -2.40955 3.34992
H -5.62065 -0.93520 -1.82344
H -5.07392 0.62714 -1.16314
H -5.48395 -0.66484 0.01901
H -1.34181 -0.83097 -5.09830
H -0.16340 -0.62258 -3.73788
H -1.28317 0.74259 -4.15764
H -2.78473 2.42988 -1.47870
H 0.16501 2.25305 2.59049
H 0.97419 3.79868 3.00888
H 1.93059 2.21059 2.85394
H 1.51408 0.39354 0.16501
H 1.88385 -1.45480 -0.56837
H 1.12371 -2.99315 -1.01348
H 1.35778 -3.43716 1.14711
H -0.97870 -3.79070 0.48005
H -0.74806 -3.61934 2.24372
H -1.52345 -2.23724 1.34213
H 2.09305 -0.89149 1.83433
H -0.65630 -0.23814 2.04035
H -0.54321 -1.38467 3.39776
H 0.43797 0.10235 3.52165
H 1.01483 -3.14539 3.70807
H 2.08306 -1.68441 4.14277
H 2.71438 -2.88101 2.98867
C 4.75120 3.55100 -2.06751
O 5.94452 3.63801 -2.62756
H 4.72286 3.28266 -0.98290
H 4.11677 4.46541 -2.07890
H 4.04804 2.78740 -2.48853

Computed properties:
**HOMO level**: -5.279 eV
**Frontier orbital gap**: 2.218 eV



Calculated molecular weight in order - 96.071 292.338 544.715 116.076 100.161 556.252 115.156 130.140 1034.628 82.126 88.131 389.474 g/mol
Calculated largest force on an atom in order - 1.6 0.7 6.1 7.3 0.3 2.4 4.9 5.4 2.9 6.9 3.1 4.4 eV Å⁻¹